(1)
DFT (ωB97M-V with the def2-TZVPD basis set) results for 2 unconnected molecules or ions with the total composition C11H22NO6 in a non-equilibrium geometry.

The geometry in XYZ format:
```
40
C11H22NO6 ωB97M-V with the def2-TZVPD basis set
C -3.192 -1.538 1.377
C -4.054 -0.401 0.522
O -4.891 0.463 1.161
O -3.877 -0.434 -0.947
C -3.412 0.862 -1.473
C -1.847 0.795 -2.057
C -0.792 0.427 -0.838
C 0.771 0.306 -1.319
C 1.884 0.636 -0.162
C 1.603 -0.060 1.295
N 2.167 0.745 2.483
O 3.507 0.857 2.396
C 1.496 2.102 2.591
C 0.994 2.505 4.099
O 0.635 1.558 4.976
O 0.898 3.959 4.446
H -2.732 -1.097 2.369
H -2.318 -2.023 0.747
H -3.940 -2.433 1.628
H -4.062 1.203 -2.413
H -3.474 1.699 -0.654
H -1.847 -0.039 -2.910
H -1.500 1.804 -2.538
H -1.110 -0.662 -0.467
H -0.952 1.154 0.088
H 0.958 -0.730 -1.873
H 0.920 1.132 -2.168
H 2.066 1.803 -0.123
H 2.914 0.177 -0.555
H 2.154 -1.115 1.317
H 0.477 -0.248 1.552
H 3.894 0.217 1.729
H 2.304 2.893 2.211
H 0.589 2.152 1.847
C 2.000 -3.328 -2.994
O 2.882 -2.248 -2.751
H 1.204 -3.312 -2.246
H 1.562 -3.224 -3.990
H 2.547 -4.271 -2.922
H 3.577 -2.287 -3.430
```

Results
Relative energy (zero: lowest compared OMol25 entry of this formula, charge and spin) (kcal per mole): 143.7
Lowest unoccupied orbital energy (eV): 2.1
Net charge: -1
HOMO-LUMO gap (eV): 5.8

---

(2)
DFT (ωB97M-V with the def2-TZVPD basis set) results for a molecular structure, C6H14Br in a non-equilibrium geometry.

The geometry in XYZ format:
```
21
C6H14Br ωB97M-V with the def2-TZVPD basis set
Br 0.798 -1.709 2.067
H -0.308 -0.947 1.112
C -0.639 -0.346 0.021
C -1.893 0.478 0.089
C -3.208 -0.283 0.065
C 0.582 0.504 -0.251
C 1.844 -0.344 -0.246
C 3.059 0.522 -0.365
H -0.762 -1.192 -0.675
H -1.853 1.140 0.948
H -1.865 1.132 -0.777
H -4.066 0.382 -0.018
H -3.252 -0.978 -0.777
H -3.340 -0.859 0.981
H 0.472 1.023 -1.213
H 0.630 1.271 0.527
H 1.889 -0.896 0.731
H 1.801 -1.115 -1.010
H 3.957 -0.082 -0.267
H 3.072 1.003 -1.338
H 3.083 1.298 0.395
```

Results
Relative energy (zero: lowest compared OMol25 entry of this formula, charge and spin) (kcal per mole): 24.8
Multiplicity: 2
Lowest unoccupied orbital energy (spin up / spin down) (eV): 1.0 / -2.2
HOMO-LUMO gap (spin up / spin down) (eV): 10.0 / 7.0

---

(3)
DFT (ωB97M-V with the def2-TZVPD basis set) results for a molecular structure, C14H20BFeN3 in a non-equilibrium geometry.

The geometry in XYZ format:
```
39
C14H20BFeN3 ωB97M-V with the def2-TZVPD basis set
C 0.025 2.399 2.542
C 0.705 1.623 3.682
H 0.799 2.910 1.955
H -0.617 3.169 2.999
H -0.633 1.793 1.888
H 1.532 0.994 3.342
H 1.108 2.334 4.421
H 0.013 1.004 4.244
C 0.111 1.908 -1.565
C 0.334 2.307 -2.889
C 0.984 1.432 -3.774
C 1.371 0.181 -3.308
H -0.399 2.544 -0.841
H 0.013 3.295 -3.204
H 1.192 1.720 -4.809
H 1.874 -0.553 -3.944
N 0.494 0.702 -1.101
C 1.064 -0.179 -1.980
C 1.257 -1.508 -1.440
N 0.738 -1.686 -0.192
C 0.814 -2.931 0.318
C 1.998 -3.803 -1.601
C 1.433 -4.000 -0.340
H 0.389 -3.070 1.300
H 1.477 -4.966 0.168
C 1.902 -2.530 -2.159
H 2.316 -2.283 -3.134
H 2.499 -4.603 -2.139
Fe -0.101 0.152 0.836
C -0.170 -0.927 2.489
H 0.837 -1.025 2.932
H -0.612 -1.918 2.343
H -0.786 -0.368 3.209
B -4.487 1.059 -0.189
C -3.036 0.817 0.232
N -1.925 0.637 0.557
H -5.109 1.299 0.833
H -4.913 0.056 -0.737
H -4.489 2.016 -0.944
```

Results
Relative energy (zero: lowest compared OMol25 entry of this formula, charge and spin) (kcal per mole): 1.0
Multiplicity: 5
Lowest unoccupied orbital energy (spin up / spin down) (eV): -1.1 / -1.1
HOMO-LUMO gap (spin up / spin down) (eV): 6.3 / 6.9

---

(4)
DFT (ωB97M-V with the def2-TZVPD basis set) results for 2 unconnected molecules or ions with the total composition C2H11N5O2 in a non-equilibrium geometry.

The geometry in XYZ format:
```
20
C2H11N5O2 ωB97M-V with the def2-TZVPD basis set
N -1.160 -1.428 -0.758
C -1.346 -0.741 0.409
O -2.011 -1.196 1.342
N -1.394 0.770 0.326
N -1.311 1.338 -0.936
O -2.504 1.277 1.073
H -0.413 -1.116 -1.370
H -1.321 -2.419 -0.672
H -1.107 2.327 -0.820
H -2.150 1.191 -1.497
H -2.897 0.441 1.419
C 2.564 -0.148 0.895
N 1.235 0.047 0.323
N 1.253 -0.067 -1.090
H 2.509 -0.176 1.980
H 3.159 0.726 0.620
H 3.079 -1.048 0.530
H 0.489 0.168 1.160
H 1.870 -0.796 -1.452
H 1.455 0.849 -1.481
```

Results
Lowest unoccupied orbital energy (eV): 0.9
HOMO-LUMO gap (eV): 9.2
SMILES: NC(=O)N(N)O.CNN

---

(5)
DFT (ωB97M-V with the def2-TZVPD basis set) results for C15H11BrClN5O2 in the gas phase in a non-equilibrium geometry.

The geometry in XYZ format:
```
35
C15H11BrClN5O2 ωB97M-V with the def2-TZVPD basis set
O 1.214 5.402 -2.145
N 1.004 5.199 -0.956
O 0.966 6.065 -0.087
C 0.835 3.842 -0.535
C -0.051 3.597 0.514
C -0.271 2.306 1.018
C 0.413 1.188 0.506
N 0.222 -0.105 1.027
C 0.930 -1.327 0.555
C 0.155 -2.120 -0.498
C -0.611 -1.504 -1.513
C -1.189 -2.238 -2.575
C -0.948 -3.624 -2.621
Cl -1.534 -4.637 -3.939
C -0.248 -4.251 -1.634
C 0.313 -3.529 -0.586
N -0.611 -0.322 2.191
C -1.881 -0.896 2.193
N -2.301 -1.046 3.450
N -1.314 -0.630 4.306
C -0.339 -0.204 3.534
C 1.312 1.465 -0.556
C 1.517 2.735 -1.101
Br 2.731 2.882 -2.558
H -0.600 4.440 0.954
H -1.026 2.184 1.814
H 1.076 -2.014 1.429
H 1.937 -1.068 0.155
H -0.696 -0.432 -1.550
H -1.768 -1.757 -3.377
H -0.153 -5.334 -1.692
H 0.916 -4.041 0.176
H -2.435 -1.163 1.328
H 0.584 0.241 3.860
H 1.852 0.696 -1.088
```

Results
Lowest unoccupied orbital energy (eV): -0.7
HOMO-LUMO gap (eV): 8.7
SMILES: O=[N+]([O-])c1ccc(N(Cc2ccc(Cl)cc2)n2cnnc2)cc1Br

---

(6)
DFT (ωB97M-V with the def2-TZVPD basis set) results for C4H7NO in the gas phase in a non-equilibrium geometry.

The geometry in XYZ format:
```
13
C4H7NO ωB97M-V with the def2-TZVPD basis set
C 1.812 -0.470 -0.110
C 0.385 -0.252 0.459
C -0.409 0.549 -0.462
C -1.840 0.732 0.103
O -1.904 -0.671 0.248
N -0.607 -0.891 -0.324
H 2.305 -1.316 0.501
H 2.460 0.380 -0.036
H 1.772 -0.904 -1.058
H 0.145 -0.226 1.597
H 0.116 0.881 -1.293
H -1.818 1.164 1.106
H -2.418 1.026 -0.729
```

Results
Relative energy (zero: lowest compared OMol25 entry of this formula, charge and spin) (kcal per mole): 117.0
Lowest unoccupied orbital energy (eV): 1.1
HOMO-LUMO gap (eV): 10.2
SMILES: C[C@H]1[C@@H]2CON12

---

(7)
DFT (ωB97M-V with the def2-TZVPD basis set) results for C3H10N2S in the gas phase in a non-equilibrium geometry.

The geometry in XYZ format:
```
16
C3H10N2S ωB97M-V with the def2-TZVPD basis set
N 0.250 -0.396 -2.170
C 0.578 0.378 -0.978
C -0.159 -0.216 0.234
N -1.621 -0.140 0.111
C 0.313 0.412 1.524
S -0.417 -0.252 3.021
H 0.985 -1.065 -2.366
H 0.128 0.170 -2.997
H 0.246 1.410 -1.082
H 1.652 0.348 -0.778
H 0.099 -1.287 0.260
H -1.869 0.839 -0.044
H -1.845 -0.559 -0.803
H 0.085 1.481 1.495
H 1.399 0.323 1.601
H 0.177 -1.446 2.973
```

Results
Relative energy (zero: lowest compared OMol25 entry of this formula, charge and spin) (kcal per mole): 3.3
Lowest unoccupied orbital energy (eV): 0.9
HOMO-LUMO gap (eV): 9.6
SMILES: NC[C@H](N)CS